147
Properties=species:S:1:pos:R:3:forces:R:3:lowdin_charge:R:1 method="wB97M-V/def2-TZVPD" total_charge=+1 e_tot_ev=-271885.277 gap_ev=7.65 lumo_ev=-2.08 homo_energy_ev=-9.73
Sc 0.0471 0.1539 0.4659 -0.1 0.3 -0.4 0.48
O -0.8893 -5.0116 2.7875 0.0 0.1 0.1 0.06
C -0.8334 -5.1393 1.4311 0.0 -0.1 0.0 -0.27
C -0.8814 -6.4238 0.9026 0.0 0.0 0.0 -0.01
C -0.8164 -6.6036 -0.4693 0.0 0.0 0.0 -0.08
C -0.7006 -5.5117 -1.3203 0.0 0.0 0.0 -0.08
C -0.6337 -4.2358 -0.7848 0.1 0.0 0.0 -0.06
C -0.6987 -4.0351 0.5867 0.1 -0.1 0.0 -0.11
C -0.5478 -2.6552 1.1790 0.0 0.2 0.0 -0.41
O -0.3764 -1.6692 0.2454 0.1 -0.5 -0.2 -0.37
N -1.7399 -2.3751 2.0017 0.0 -0.2 0.1 0.01
N -1.8735 -1.0358 2.2872 0.1 0.2 0.1 0.00
C -2.9924 -0.6688 2.7688 0.1 0.0 0.0 -0.20
C -3.2960 0.7000 3.1703 -0.1 0.0 0.1 -0.61
Br -2.1703 2.0795 2.5325 0.1 0.0 0.2 0.88
C -4.3324 1.0247 3.9506 0.1 0.1 -0.1 -0.09
C -5.2252 0.0750 4.6294 -0.1 0.0 0.0 -0.23
C -6.5933 0.3509 4.6784 0.0 0.0 0.0 -0.03
C -7.4650 -0.5216 5.3066 0.0 0.0 0.0 -0.07
C -6.9805 -1.6713 5.9171 0.0 0.0 0.0 -0.07
C -5.6194 -1.9384 5.9037 0.0 0.0 0.0 -0.07
C -4.7459 -1.0697 5.2668 0.0 0.0 0.1 -0.05
H -1.1033 -4.0918 3.0150 0.0 -0.1 -0.1 0.08
H -0.9745 -7.2617 1.5808 0.0 0.0 0.0 0.12
H -0.8581 -7.6063 -0.8757 0.0 0.0 0.0 0.11
H -0.6452 -5.6558 -2.3916 0.0 0.0 0.0 0.10
H -0.4998 -3.3680 -1.4193 0.0 -0.1 0.1 0.10
H 0.3195 -2.6665 1.8592 0.0 0.0 0.1 0.13
H -2.5788 -2.7745 1.5904 0.0 0.0 -0.1 0.15
H -3.7980 -1.3870 2.9232 0.0 0.0 0.0 0.14
H -4.5433 2.0775 4.1059 0.0 0.0 0.0 0.11
H -6.9728 1.2515 4.2103 0.0 0.0 0.0 0.12
H -8.5239 -0.2998 5.3293 0.0 0.0 0.0 0.11
H -7.6606 -2.3505 6.4142 0.0 0.0 0.0 0.11
H -5.2323 -2.8193 6.3992 0.0 0.0 0.0 0.11
H -3.6793 -1.2673 5.2952 0.0 0.0 0.0 0.11
C -2.9047 -2.3033 -1.9769 -0.1 0.0 0.0 -0.04
C -3.8646 -1.3089 -2.6261 -0.1 0.0 0.0 -0.53
C -4.4182 -1.9310 -3.9074 0.0 0.0 0.0 -0.05
C -5.0457 -0.9586 -1.7201 0.0 0.0 0.0 -0.04
N -3.1062 -0.0665 -2.9743 0.0 0.2 0.0 0.02
C -2.9113 0.4006 -4.2637 0.0 0.0 0.0 -0.02
C -2.1459 1.5052 -4.1809 0.0 -0.1 0.0 -0.04
N -1.8624 1.7299 -2.8496 -0.1 0.0 0.0 0.04
B -0.9210 2.9029 -2.4961 0.0 0.0 0.0 -0.57
N 0.5316 2.5456 -2.9232 0.0 0.0 0.0 0.03
C 1.2235 3.4636 -3.6833 0.1 0.0 -0.1 -0.04
C 2.2673 2.8385 -4.2532 0.0 0.1 0.0 -0.03
N 2.2374 1.5184 -3.8379 -0.1 0.0 -0.1 0.02
C 1.1780 1.3615 -2.9908 0.0 0.0 0.1 -0.61
S 0.7442 -0.0873 -2.1470 0.0 0.0 0.1 0.69
C 3.1234 0.4619 -4.4306 0.0 0.0 0.0 -0.53
C 2.2608 -0.6048 -5.1056 0.0 0.0 0.0 -0.04
C 4.0181 1.0892 -5.4994 0.0 0.0 0.0 -0.05
C 4.0137 -0.1209 -3.3418 0.0 0.0 0.0 -0.05
N -1.0653 3.5363 -1.0826 0.1 0.0 0.2 0.04
C -2.0809 4.4435 -0.8667 -0.1 0.1 0.0 -0.04
C -1.8146 5.1203 0.2638 0.0 0.0 -0.1 -0.04
N -0.6203 4.6306 0.7714 0.0 -0.1 0.0 0.00
C -0.1986 3.6259 -0.0548 0.0 0.1 0.0 -0.66
S 1.1774 2.6221 0.1839 0.0 0.0 0.0 0.69
C 0.1467 5.2959 1.8804 0.0 0.0 -0.1 -0.53
C 0.3593 4.3478 3.0611 0.0 0.0 0.0 -0.07
C -0.6588 6.4914 2.3823 0.0 0.1 0.1 -0.05
C 1.4711 5.8257 1.3200 -0.1 0.0 0.0 -0.03
C -2.4517 0.7678 -2.1232 0.1 -0.2 -0.1 -0.65
S -2.4284 0.6889 -0.4130 0.1 0.1 0.3 0.67
H -3.4491 -3.2146 -1.7194 0.0 0.0 0.0 0.10
H -2.4438 -1.8995 -1.0777 0.0 0.0 0.0 0.03
H -2.1126 -2.5705 -2.6790 0.0 0.0 0.0 0.09
H -4.9652 -2.8311 -3.6292 0.0 0.0 0.0 0.09
H -3.6243 -2.2288 -4.5935 0.0 0.0 0.0 0.09
H -5.1150 -1.2678 -4.4218 0.0 0.0 0.0 0.09
H -5.6360 -1.8603 -1.5483 0.0 0.0 0.0 0.09
H -5.6891 -0.2184 -2.1994 0.0 0.0 0.0 0.09
H -4.7178 -0.5691 -0.7611 0.0 0.0 0.0 0.03
H -3.3396 -0.0743 -5.1243 0.0 0.0 0.0 0.11
H -1.7824 2.1616 -4.9522 0.0 0.0 0.0 0.13
H -1.2473 3.7881 -3.2443 0.0 0.0 0.0 0.13
H 0.8891 4.4815 -3.7724 0.0 0.0 0.0 0.13
H 3.0175 3.2206 -4.9162 0.0 0.0 0.0 0.11
H 1.6246 -0.1508 -5.8681 0.0 0.0 0.0 0.09
H 1.6322 -1.1325 -4.3938 0.0 0.0 0.0 0.04
H 2.9150 -1.3279 -5.5950 0.0 0.0 0.0 0.09
H 3.4457 1.5059 -6.3287 0.0 0.0 0.0 0.09
H 4.6504 0.2967 -5.8990 0.0 0.0 0.0 0.10
H 4.6780 1.8543 -5.0892 0.0 0.0 0.0 0.09
H 3.4153 -0.5340 -2.5384 0.0 0.0 0.0 0.01
H 4.6722 0.6492 -2.9350 0.0 0.0 0.0 0.10
H 4.6320 -0.9164 -3.7623 0.0 0.0 0.0 0.10
H -2.9015 4.5427 -1.5553 0.0 0.0 0.0 0.13
H -2.3624 5.9113 0.7367 0.0 0.0 0.0 0.12
H -0.5544 4.2501 3.6488 0.0 0.0 0.0 0.06
H 1.1323 4.7612 3.7128 0.0 0.0 0.0 0.10
H 0.6705 3.3599 2.7393 0.0 -0.1 -0.1 0.01
H -1.6314 6.1977 2.7796 0.0 0.0 0.0 0.09
H -0.7942 7.2507 1.6114 0.0 0.0 0.0 0.09
H -0.0992 6.9464 3.2000 0.0 0.0 0.0 0.10
H 2.1265 5.0242 0.9922 0.0 -0.1 0.0 0.04
H 1.9781 6.3963 2.0999 0.0 0.0 0.0 0.09
H 1.2847 6.4943 0.4773 0.0 0.0 0.0 0.10
C 3.0563 -4.2834 -0.8432 0.1 -0.1 0.0 -0.15
C 3.3027 -2.8161 -1.1710 0.1 0.1 0.0 -0.42
As 2.9548 -1.6227 0.3550 0.0 0.2 0.2 1.24
C 4.2037 -0.1188 0.0867 0.0 0.0 -0.1 -0.42
C 5.6440 -0.4654 -0.2595 0.0 0.0 0.0 -0.16
C 4.0035 -2.5799 1.7294 0.1 0.0 -0.1 -0.43
C 3.1662 -3.5280 2.5787 -0.1 -0.1 0.0 -0.17
H 3.1743 -4.8971 -1.7381 0.0 0.0 0.0 0.08
H 2.0515 -4.4523 -0.4597 -0.1 0.0 0.0 0.05
H 3.7674 -4.6565 -0.1042 0.0 0.0 0.0 0.06
H 2.6495 -2.4893 -1.9817 0.0 0.0 0.0 0.03
H 4.3371 -2.6693 -1.4902 0.0 0.0 0.0 0.06
H 4.1662 0.4312 1.0281 0.0 0.0 0.1 0.03
H 3.7495 0.5384 -0.6593 0.1 0.0 0.0 0.04
H 6.0821 -1.1423 0.4771 0.0 0.0 0.0 0.06
H 6.2685 0.4309 -0.2894 0.0 0.0 0.0 0.07
H 5.7247 -0.9466 -1.2347 0.0 0.0 0.0 0.05
H 4.4819 -1.8184 2.3490 0.0 0.0 0.0 0.03
H 4.8116 -3.1161 1.2251 0.0 0.0 0.0 0.07
H 2.3975 -2.9878 3.1349 0.0 0.0 0.0 0.03
H 3.7814 -4.0636 3.3046 0.0 0.0 0.0 0.08
H 2.6532 -4.2755 1.9711 0.0 0.0 0.0 0.06
O 0.9775 0.3717 2.4003 -0.1 0.0 -0.1 -0.65
S 1.7841 -0.1533 3.5778 -0.1 0.0 -0.1 1.07
C 0.9982 0.5870 5.0050 0.2 0.0 0.1 -0.34
C -0.3628 0.3569 5.1381 0.0 0.0 0.1 -0.09
C -1.0248 0.8485 6.2521 0.0 0.0 -0.1 -0.05
C -0.3218 1.5360 7.2314 0.0 0.0 0.0 -0.06
C 1.0437 1.7392 7.0973 0.0 0.0 0.0 -0.06
C 1.7180 1.2627 5.9815 -0.1 0.1 0.0 -0.06
C 3.3275 0.7254 3.5668 0.0 0.0 0.0 -0.42
C 4.4382 0.0743 4.0847 0.0 0.0 0.0 -0.10
C 5.6652 0.7236 4.0677 0.0 0.0 0.0 -0.05
C 5.7636 1.9974 3.5255 0.0 0.0 0.0 -0.05
C 4.6421 2.6314 3.0046 0.0 0.1 0.0 -0.05
C 3.4093 1.9999 3.0261 0.0 0.0 0.0 -0.08
H -0.8898 -0.1881 4.3709 -0.1 0.0 -0.1 0.08
H -2.0917 0.6906 6.3497 0.0 0.0 0.0 0.10
H -0.8384 1.9128 8.1046 0.0 0.0 0.0 0.11
H 1.5884 2.2772 7.8620 0.0 0.0 0.0 0.11
H 2.7782 1.4420 5.8725 0.0 0.0 0.0 0.11
H 4.3488 -0.9276 4.4895 0.0 0.0 0.0 0.12
H 6.5417 0.2316 4.4672 0.0 0.0 0.0 0.11
H 6.7242 2.4958 3.5011 0.0 0.0 0.0 0.11
H 4.7300 3.6195 2.5707 0.0 0.0 0.0 0.11
H 2.5357 2.4646 2.5920 0.0 0.0 0.0 0.05



167
Properties=species:S:1:pos:R:3:forces:R:3:lowdin_charge:R:1 method="wB97M-V/def2-TZVPD" total_charge=-1 e_tot_ev=-164525.934 gap_ev=5.57 lumo_ev=0.27 homo_energy_ev=-5.30
C -1.7961 1.5201 3.1858 0.5 0.8 0.3 -0.08
C -0.4733 1.9155 2.2949 -1.4 -0.4 -1.2 -0.29
O -0.8954 2.9918 1.3550 -1.5 -0.8 1.2 -0.13
C -0.0192 0.6094 1.3527 -0.1 1.4 1.6 -0.11
O -0.5185 0.9059 0.0035 0.5 -3.0 1.3 -0.16
C -0.5539 -0.3408 -0.8401 1.0 -0.6 2.6 -0.28
C -1.9621 -1.0154 -0.4955 -1.3 -0.7 0.5 -0.08
C -3.1281 -1.1526 -1.6003 -1.6 -0.9 -0.1 -0.23
C -3.0956 -2.5731 -2.4854 1.4 0.8 0.4 -0.57
S -4.8289 -3.1026 -2.9576 0.6 0.3 -1.1 0.59
O 0.4225 -1.3604 -0.3223 -1.3 3.0 -1.4 -0.36
P 1.6797 -1.8679 -1.4733 -0.3 0.8 -2.8 0.50
N 2.8443 -2.4870 -2.6629 0.3 -0.2 -0.3 -0.11
C 2.8709 -0.4041 -1.1811 0.3 1.8 1.5 -0.26
C 4.3391 -0.6375 -0.6093 2.1 1.2 0.3 -0.25
C 5.5249 -1.1100 -1.6596 0.2 -0.3 0.0 -0.24
C 5.4957 -0.3815 -3.1194 0.0 -0.4 -0.7 -0.21
C 6.5395 -1.1532 -4.1744 -1.3 0.0 0.0 -0.27
N 5.8433 -1.2492 -5.5485 1.1 -0.6 0.2 -0.09
C 0.3330 -3.0735 -2.0613 -2.2 -2.4 -0.9 -0.23
C 0.8015 -4.4230 -2.8368 -2.0 0.4 -1.8 -0.25
O 1.6674 -5.3485 -2.1090 -3.1 -2.9 0.8 -0.15
C 0.7787 -6.4932 -1.7448 1.7 -5.4 -1.7 -0.15
O 1.0009 -7.7658 -2.1291 -0.9 8.4 2.4 -0.07
P 2.3140 -3.1193 0.2555 0.5 0.3 5.3 0.72
N 2.4039 -2.2305 1.6475 -0.2 -1.0 -2.5 -0.24
O 1.0876 -4.3385 0.6713 1.2 1.1 0.0 -0.31
O 3.8813 -3.8418 0.0651 -2.3 -0.6 1.7 -0.29
O 1.0201 -0.7899 -2.7257 -2.9 3.4 1.1 -0.30
C -0.0179 0.1895 -2.2578 0.6 -1.7 -2.7 -0.27
C -0.9053 0.4015 -3.5905 -0.2 0.0 -1.4 -0.08
C -1.8681 1.7252 -3.6397 -1.6 0.0 0.5 -0.21
C -1.4709 2.8422 -4.7699 0.4 -1.6 1.1 -0.19
S -2.7078 4.2983 -4.7377 -1.1 5.4 -3.7 0.83
O -1.8543 5.6231 -4.7777 -2.8 -4.9 0.5 -0.42
O -3.7400 4.2269 -5.9135 3.7 -0.5 4.5 -0.40
O -3.5958 4.3787 -3.2684 0.8 0.6 -1.7 -0.24
O 0.4479 1.5723 -1.9364 1.0 -1.1 0.3 -0.07
N 1.2486 2.0588 -2.8973 2.6 1.6 0.3 -0.03
O 2.1075 2.7977 -2.4354 -2.6 -1.6 -1.0 0.04
H -2.5560 0.8621 2.5562 1.8 1.2 1.3 0.09
H -2.3518 2.5314 3.4647 1.2 -2.1 -0.5 0.09
H -1.4662 0.9906 4.1827 -0.8 0.9 -2.1 0.07
H 0.4246 2.3457 2.9093 -1.8 -1.0 -1.0 0.14
H -1.8950 2.8791 1.1927 2.5 0.0 0.3 0.11
H -0.5292 -0.3212 1.8730 1.4 1.6 -1.4 0.14
H 1.1482 0.6028 1.3872 -2.2 -0.5 -0.2 0.11
H -2.4336 -0.4282 0.4328 1.2 -1.0 -2.2 0.13
H -1.7565 -2.1101 -0.0630 -0.3 2.4 -1.1 0.13
H -3.2937 -0.2520 -2.3267 0.6 -1.6 1.5 0.09
H -4.1553 -1.2431 -0.9932 2.2 0.3 -1.3 0.10
H -2.6033 -3.3879 -1.7916 -1.2 1.5 -1.5 0.07
H -2.4480 -2.4910 -3.4562 -1.2 -0.2 1.9 0.07
H -4.8811 -2.9589 -4.3729 0.5 0.0 1.8 -0.13
H 2.5366 -2.4162 -3.6493 0.3 -0.3 1.1 0.05
H 3.3211 -3.3628 -2.4115 -0.5 0.5 -0.5 0.04
H 2.9419 0.1814 -2.2070 0.0 -1.6 2.2 0.09
H 2.2937 0.3418 -0.4482 1.4 -1.4 -1.4 0.10
H 4.7216 0.4414 -0.2497 -0.9 -2.1 -0.7 0.12
H 4.4861 -1.3013 0.3445 -0.8 1.2 -1.9 0.08
H 5.5481 -2.2889 -1.8259 -0.3 2.5 0.4 0.09
H 6.5542 -0.8593 -1.1092 -2.1 -0.4 -1.3 0.11
H 5.7220 0.7718 -3.0235 -0.2 -2.3 -0.2 0.11
H 4.4357 -0.4467 -3.6651 2.2 0.0 1.5 0.10
H 6.6907 -2.2636 -3.8253 0.2 2.3 -0.1 0.10
H 7.5294 -0.5441 -4.3143 -1.8 -1.4 0.3 0.11
H 4.9088 -1.7046 -5.4614 1.2 0.4 0.1 0.05
H 6.4373 -1.8540 -6.1897 -1.1 0.9 1.2 0.06
H -0.3441 -2.4874 -2.8529 1.6 -1.5 1.6 0.10
H -0.4417 -3.4094 -1.2173 1.9 0.6 -1.7 0.08
H 1.3132 -4.2394 -3.8998 -1.0 -0.3 2.5 0.14
H -0.1934 -5.0304 -3.0976 1.8 1.3 0.4 0.12
H -0.1918 -6.3324 -1.0707 2.3 0.4 -1.5 0.17
H 2.1478 -1.2464 1.4413 0.2 -0.9 0.2 -0.07
H 0.6074 -4.0617 1.5150 1.5 0.1 -1.6 0.07
H 4.1527 -4.1551 0.9969 -0.6 0.9 -1.9 0.09
H -1.5680 -0.5348 -3.8357 1.4 1.8 0.7 0.11
H -0.1483 0.5026 -4.5086 -1.5 -0.4 2.3 0.11
H -2.9622 1.3360 -3.9165 2.3 1.0 0.5 0.12
H -1.9906 2.2685 -2.5935 0.5 -1.2 -2.1 0.13
H -1.5294 2.3184 -5.8295 -0.1 1.6 2.1 0.12
H -0.4288 3.3296 -4.5400 -2.2 -0.8 -0.6 0.12
H -4.0239 5.3055 -3.2199 1.2 -1.9 -0.5 0.12
C -2.7673 -1.2163 9.9841 0.0 0.0 -0.2 -0.07
C -1.5958 -1.6059 9.3331 -0.3 0.1 -0.2 -0.06
C -1.5081 -1.5244 7.9420 -0.1 0.0 0.0 -0.01
C -2.6029 -1.0449 7.2098 -0.1 0.0 1.0 -0.14
C -3.7830 -0.6603 7.8603 0.0 0.0 0.0 0.00
C -3.8599 -0.7490 9.2517 0.3 -0.1 -0.2 -0.06
N -2.5078 -0.9329 5.7494 0.4 0.0 -1.2 -0.31
O -1.4540 -1.3009 5.2094 -1.7 0.5 0.8 0.07
O -3.4846 -0.4730 5.1407 1.3 -0.6 0.9 0.03
H -2.8290 -1.2763 11.0694 0.0 0.0 -0.2 0.11
H -0.7491 -1.9705 9.9107 -0.2 0.0 -0.2 0.11
H -0.5881 -1.8319 7.4495 -0.3 0.2 -0.1 0.12
H -4.6420 -0.2910 7.3041 0.3 -0.1 0.0 0.12
H -4.7705 -0.4500 9.7661 0.2 -0.1 -0.2 0.11
C 1.2998 3.5013 -10.1898 0.0 -0.1 0.1 -0.08
C 2.4974 2.7844 -10.1843 -0.3 -0.1 0.3 -0.07
C 2.7378 1.8312 -9.1929 -0.1 0.0 0.0 0.00
C 1.7657 1.5997 -8.2099 -0.2 0.7 -0.7 -0.13
C 0.5659 2.3235 -8.2086 0.1 0.0 -0.1 0.00
C 0.3379 3.2762 -9.2036 0.3 -0.2 0.0 -0.06
N 2.0017 0.5810 -7.1798 0.6 -1.1 1.0 -0.31
O 3.0835 -0.0247 -7.2038 -1.8 1.0 0.0 0.07
O 1.1046 0.3821 -6.3482 1.2 0.3 -1.2 0.05
H 1.1145 4.2395 -10.9682 0.0 -0.1 0.2 0.11
H 3.2428 2.9665 -10.9555 -0.1 -0.1 0.2 0.11
H 3.6761 1.2808 -9.2025 -0.3 0.0 0.2 0.12
H -0.1951 2.1575 -7.4489 0.4 -0.1 -0.2 0.09
H -0.5916 3.8411 -9.2130 0.2 -0.1 0.1 0.11
C -4.5834 -3.5051 2.2705 -0.1 -0.1 0.1 -0.06
C -4.7031 -2.6471 3.3649 -0.2 -0.3 -0.1 -0.06
C -5.6165 -2.9327 4.3815 0.0 -0.1 0.0 0.00
C -6.4054 -4.0879 4.2938 0.7 0.2 -0.7 -0.15
C -6.2928 -4.9470 3.1925 0.0 0.0 0.0 -0.01
C -5.3778 -4.6494 2.1807 0.0 0.2 0.3 -0.06
N -7.3493 -4.4071 5.3716 -0.8 -0.3 0.9 -0.33
O -7.4334 -3.6124 6.3198 0.1 -1.2 -1.3 0.05
O -8.0048 -5.4544 5.2739 0.9 1.5 0.2 0.06
H -3.8657 -3.2812 1.4831 -0.1 0.0 0.1 0.10
H -4.0815 -1.7564 3.4271 -0.2 -0.2 0.0 0.09
H -5.6978 -2.2540 5.2278 -0.1 -0.3 -0.1 0.11
H -6.9024 -5.8444 3.1093 0.1 0.3 0.2 0.12
H -5.2807 -5.3116 1.3232 -0.1 0.1 0.2 0.11
C -2.4035 -6.4480 5.6634 0.1 0.0 0.1 -0.06
C -2.0598 -7.6507 6.2828 0.1 0.4 0.2 -0.07
C -1.3583 -7.6407 7.4899 0.0 0.1 0.0 0.00
C -1.0084 -6.4150 8.0730 -0.5 0.0 -0.9 -0.14
C -1.3454 -5.2062 7.4494 0.0 -0.1 0.0 0.01
C -2.0446 -5.2289 6.2410 0.1 -0.3 0.2 -0.05
N -0.2933 -6.3975 9.3547 0.6 -0.1 1.1 -0.33
O 0.0036 -7.4879 9.8652 -0.4 1.6 -0.7 0.06
O -0.0311 -5.2942 9.8547 -0.3 -1.5 -0.6 0.05
H -2.9554 -6.4608 4.7251 0.1 0.0 0.2 0.11
H -2.3417 -8.5968 5.8257 0.1 0.2 0.1 0.11
H -1.0980 -8.5865 7.9601 0.0 0.4 0.0 0.12
H -1.0758 -4.2479 7.8883 0.0 -0.4 0.0 0.09
H -2.3135 -4.2959 5.7507 0.1 -0.1 0.1 0.10
C 4.1193 5.6272 5.1079 0.0 -0.1 0.0 -0.08
C 3.5917 5.1180 3.9203 0.1 -0.2 0.3 -0.07
C 3.3722 3.7460 3.7835 0.0 -0.1 0.1 0.00
C 3.6818 2.8895 4.8491 0.2 1.0 0.1 -0.14
C 4.2187 3.3971 6.0397 0.0 0.0 -0.1 -0.01
C 4.4365 4.7707 6.1636 -0.2 -0.2 -0.4 -0.08
N 3.4295 1.4492 4.7209 -0.4 -1.6 -0.4 -0.32
O 2.9714 1.0367 3.6450 0.7 0.7 1.7 0.07
O 3.6849 0.7291 5.6967 -0.3 1.0 -1.3 0.06
H 4.2835 6.6984 5.2119 0.0 -0.2 0.0 0.10
H 3.3485 5.7917 3.1014 0.0 -0.2 0.1 0.11
H 2.9604 3.3649 2.8516 0.1 -0.1 0.3 0.12
H 4.4681 2.7432 6.8728 -0.1 0.0 -0.4 0.12
H 4.8501 5.1748 7.0850 -0.1 -0.1 -0.2 0.10
C -0.7040 8.3421 -4.2813 0.0 0.1 0.1 -0.07
C -0.7980 8.7109 -5.6241 0.3 0.2 0.2 -0.06
C 0.1323 9.5951 -6.1737 0.0 0.0 0.1 0.00
C 1.1601 10.1026 -5.3670 -0.6 -0.6 0.4 -0.15
C 1.2523 9.7400 -4.0166 0.0 0.0 0.0 -0.01
C 0.3144 8.8572 -3.4774 0.0 0.2 -0.5 -0.06
N 2.1561 11.0126 -5.9453 0.8 0.7 -0.5 -0.33
O 2.0293 11.3243 -7.1388 0.2 -0.4 1.7 0.05
O 3.0686 11.4134 -5.2087 -1.3 -0.5 -1.1 0.05
H -1.4284 7.6480 -3.8586 0.2 0.2 -0.2 0.08
H -1.5954 8.3064 -6.2438 0.2 0.1 0.1 0.11
H 0.0454 9.8727 -7.2220 0.2 0.0 0.3 0.12
H 2.0419 10.1302 -3.3778 -0.1 0.0 -0.4 0.12
H 0.3792 8.5673 -2.4310 0.0 0.1 -0.2 0.11